No. 1
{
  "formula": "C4H12OS2",
  "method": "ωB97M-V with the def2-TZVPD basis set",
  "smiles": "CCSSCC.O",
  "e_tot_ev": -28060.407,
  "lumo_energy_ev": 0.62,
  "multiplicity": 1,
  "gap_ev": 9.295,
  "elements": ["C", "C", "S", "S", "C", "C", "H", "H", "H", "H", "H", "H", "H", "H", "H", "H", "H", "H", "O"],
  "positions_angstrom": [[1.01389, -3.32986, -0.98314], [1.02903, -1.79677, -0.79257], [1.04931, -1.33191, 0.95382], [-0.94568, -0.90362, 1.32996], [-1.09360, 0.80563, 0.68465], [-0.69877, 1.14278, -0.72719], [0.46823, -3.62089, -1.88608], [2.03240, -3.65338, -1.10580], [0.58707, -3.79589, -0.11141], [1.91834, -1.36115, -1.21361], [0.17707, -1.41366, -1.32678], [-0.54774, 1.37201, 1.42321], [-2.11117, 1.04340, 0.96659], [0.35928, 1.29226, -0.78250], [-0.87435, 0.43667, -1.52687], [-1.17571, 2.07206, -0.99574], [-0.09362, 5.38969, -2.11617], [-0.37820, 6.67390, -1.38399], [-0.72959, 6.11137, -2.09350]],
  "forces_ev_per_a": [[0.2, 0.7, -0.4], [-0.2, -1.2, -0.1], [-0.6, 0.5, 0.2], [0.5, -0.1, -0.7], [-0.1, -0.7, 1.2], [0.1, 0.1, -0.1], [0.0, 0.1, 0.2], [0.4, -0.5, 0.1], [-0.2, -0.3, 0.2], [0.4, 0.2, -0.3], [-0.3, 0.6, 0.2], [0.6, 0.5, -0.1], [-0.6, 0.0, -0.5], [0.8, 0.3, 0.1], [-0.7, -0.4, 0.2], [-0.1, 0.4, -0.2], [-0.1, -0.1, -0.1], [-0.3, -0.1, -0.3], [0.4, 0.2, 0.5]],
  "lowdin_charge": [-0.1612, -0.6125, 0.4892, 0.4811, -0.6046, -0.1600, 0.0715, 0.0578, 0.0496, 0.0558, 0.0372, 0.0529, 0.0553, 0.0597, 0.0607, 0.0683, 0.0263, 0.0398, -0.0669]
}

***

No. 2
{
  "formula": "C7H16O",
  "method": "ωB97M-V with the def2-TZVPD basis set",
  "e_tot_ev": -9557.624,
  "lumo_energy_ev": -2.24,
  "multiplicity": 1,
  "gap_ev": 3.613,
  "elements": ["C", "C", "C", "C", "C", "C", "C", "H", "H", "H", "H", "H", "H", "H", "H", "H", "H", "H", "H", "H", "H", "H", "H", "O"],
  "positions_angstrom": [[-2.52260, -1.62862, 0.26665], [-3.01970, -0.24879, 0.47155], [-2.49209, 0.97496, -0.66711], [0.31408, 0.63993, 1.23104], [3.82134, 0.05511, -0.22627], [2.49474, 0.70134, 0.01714], [1.55660, 0.13266, 0.88763], [-3.14539, -2.43612, 0.69023], [-2.36380, -1.86921, -0.80573], [-1.52886, -1.85737, 0.69643], [-2.97678, 0.15727, 1.45446], [-1.78898, 0.25729, -0.11153], [-2.44554, 2.02891, -0.47219], [-2.79603, 0.79644, -1.70576], [0.07208, 1.63579, 0.87792], [-0.49679, 0.03344, 1.61432], [4.04955, -0.05500, -1.28638], [3.77461, -0.97825, 0.13971], [4.66186, 0.55715, 0.24787], [2.30841, 1.70333, -0.39540], [1.84239, -0.83251, 1.30729], [0.96586, 0.17856, -1.16221], [-0.53994, 0.06777, -1.26146], [0.25501, -0.01405, -1.80819]],
  "forces_ev_per_a": [[-0.1, -0.9, -1.1], [-0.1, 2.4, -2.3], [-1.8, -3.6, 2.0], [-0.9, 0.4, -1.0], [-0.5, -0.8, -0.2], [-0.6, 0.1, 1.5], [1.7, 0.1, -0.6], [-0.1, 0.6, -0.1], [-0.4, 0.2, 0.4], [0.2, 0.6, 0.3], [-0.2, 0.2, 0.8], [1.6, 1.2, -0.8], [-0.1, 0.0, 1.1], [0.7, -0.7, 0.4], [-0.2, 0.1, 0.2], [0.4, 0.0, 0.4], [0.0, 0.3, -0.2], [0.2, 0.2, 0.2], [0.1, 0.2, 0.1], [0.0, -0.4, 0.1], [-0.1, 0.0, -0.2], [-0.4, -0.3, -0.6], [0.6, 0.0, -0.4], [-0.1, -0.1, -0.1]],
  "lowdin_charge": [-0.1575, -0.1099, 0.0426, -0.0242, -0.1154, -0.1854, -0.2501, 0.0879, 0.0954, 0.0833, 0.0588, 0.0004, 0.0613, 0.0816, 0.0499, 0.0224, 0.0703, 0.0720, 0.0697, 0.1138, 0.1059, -0.0256, -0.0451, -0.1022]
}